Molecular formula: C17H52N6O9
Method: DFT, ωB97M-V/def2-TZVPD

Results
- HOMO level: -5.79 eV
- Charge: 0
- F_max: 18.098 eV/A
- Calculated total energy: -1684.10814 a.u.
- Relative energy (zero: lowest compared OMol25 entry of this formula, charge and spin): 1074.5 kJ/mol

Structure (XYZ):
```
84
Properties=species:S:1:pos:R:3:mulliken_charge:R:1
C -11.237 2.457 34.732 -0.57
O -11.497 2.167 33.491 -0.50
H -12.199 2.435 35.197 0.20
H -10.907 3.503 34.644 0.45
H -10.571 1.815 35.165 0.07
H -10.917 2.652 32.854 0.29
C -7.795 1.461 34.508 -0.92
O -8.536 0.926 33.478 -0.24
H -7.568 0.866 35.356 0.29
H -8.399 2.399 34.916 0.24
H -6.974 1.960 34.004 0.36
H -8.803 1.621 32.867 0.17
C -8.063 -5.203 31.793 0.03
O -7.149 -4.189 31.627 -0.69
N -8.921 -5.131 32.725 0.86
N -7.979 -6.303 31.199 -0.35
H -9.059 -4.270 33.165 -0.96
H -9.645 -5.824 33.040 0.27
H -7.295 -6.207 30.456 0.33
H -8.743 -7.031 31.365 0.18
C -6.299 -1.256 34.175 0.36
O -5.860 -1.402 35.414 -0.74
N -6.104 -2.039 33.175 -0.04
N -5.692 -0.399 33.423 -0.35
H -6.070 -2.930 33.693 0.73
H -7.045 -2.048 32.720 -0.34
H -5.455 0.436 34.034 0.31
H -6.371 0.130 32.780 0.26
C -8.678 -0.908 30.285 0.22
O -7.929 -1.469 31.269 -0.61
N -8.247 -0.525 29.148 -0.40
N -9.947 -0.929 30.337 -0.30
H -7.279 -0.480 28.892 0.28
H -8.903 -0.275 28.387 0.14
H -10.421 -1.353 31.110 -0.01
H -10.588 -0.880 29.521 0.25
C -12.769 -7.933 33.139 -1.49
C -11.662 -6.940 33.091 0.36
C -12.157 -5.547 33.393 -0.15
O -10.647 -7.137 33.796 -0.43
H -12.543 -9.020 32.971 0.42
H -13.518 -7.691 32.375 0.31
H -13.127 -7.748 34.134 0.41
H -11.299 -6.947 32.060 0.00
H -11.412 -4.822 33.302 -0.74
H -12.661 -5.396 34.323 0.38
H -12.906 -5.260 32.656 0.48
H -10.492 -8.033 33.857 0.30
C -12.175 -2.553 32.336 -1.67
C -12.131 -1.128 32.835 1.10
C -12.760 -1.065 34.227 -1.47
O -11.014 -0.534 32.877 -0.30
H -12.902 -3.095 32.980 0.54
H -11.228 -3.069 32.207 0.32
H -12.697 -2.538 31.412 0.36
H -12.732 -0.513 32.174 0.50
H -12.443 -1.849 35.037 0.16
H -13.841 -1.183 34.131 0.54
H -12.651 -0.136 34.736 0.22
H -11.227 0.351 33.063 -0.24
C -5.132 -4.881 36.228 -1.18
C -5.429 -5.378 34.816 0.41
C -6.480 -6.533 34.881 -1.48
O -5.885 -4.480 34.102 -0.43
H -4.997 -5.785 36.785 0.47
H -6.057 -4.346 36.682 0.13
H -4.367 -4.112 36.321 0.32
H -4.593 -5.872 34.365 0.42
H -6.209 -7.320 35.528 0.56
H -6.925 -6.849 33.918 0.38
H -7.348 -6.241 35.497 0.19
H -6.498 -4.895 33.468 -0.13
C -8.776 -3.675 35.468 -1.63
C -9.506 -2.579 34.794 1.47
C -9.451 -1.329 35.738 -1.42
O -9.024 -2.244 33.690 2.62
H -9.179 -4.657 35.307 0.23
H -8.955 -3.467 36.477 0.66
H -7.716 -3.692 35.353 -0.04
H -10.535 -2.896 34.610 -0.55
H -8.427 -1.045 36.099 0.22
H -9.916 -1.598 36.655 0.72
H -9.933 -0.444 35.274 -0.25
H -9.608 -1.564 33.345 -0.87
```